{"formula": "C62H52AsFNP3TcTe", "method": "ωB97M-V with the def2-TZVPD basis set", "elements": ["Tc", "Te", "C", "C", "C", "N", "C", "C", "C", "P", "C", "C", "C", "C", "C", "C", "C", "C", "C", "C", "C", "C", "P", "C", "C", "C", "C", "C", "C", "C", "C", "C", "C", "C", "C", "H", "H", "H", "H", "H", "H", "H", "H", "H", "H", "H", "H", "H", "H", "H", "H", "H", "H", "H", "H", "H", "H", "H", "H", "F", "C", "C", "C", "C", "C", "C", "H", "H", "H", "H", "C", "C", "As", "C", "C", "C", "C", "C", "C", "C", "C", "C", "C", "C", "C", "P", "C", "C", "C", "C", "C", "C", "C", "C", "C", "C", "C", "C", "H", "H", "H", "H", "H", "H", "H", "H", "H", "H", "H", "H", "H", "H", "H", "H", "H", "H", "H", "H", "H", "H", "H", "H"], "positions_angstrom": [[0.9177, 0.2690, -0.8643], [4.4018, 0.4786, 1.8856], [5.2525, -1.1410, 3.0299], [4.4641, -1.9831, 3.7966], [5.0854, -3.0379, 4.4545], [6.3783, -3.2554, 4.3717], [7.1365, -2.4528, 3.6586], [6.6167, -1.3690, 2.9590], [3.1478, -0.9004, 0.8331], [3.2103, -0.5199, -0.9428], [2.7149, -2.0799, -1.7554], [3.0546, -3.3497, -1.3022], [2.6116, -4.4659, -1.9870], [1.8326, -4.3278, -3.1261], [1.4893, -3.0665, -3.5855], [1.9212, -1.9460, -2.8972], [5.0034, -0.3886, -1.2312], [5.8277, -1.3421, -0.6312], [7.2000, -1.2343, -0.7456], [7.7572, -0.1732, -1.4461], [6.9397, 0.7727, -2.0432], [5.5599, 0.6674, -1.9410], [1.3677, -0.8757, 1.1604], [0.8468, -2.5999, 0.8698], [-0.2051, -2.8922, 0.0060], [-0.5616, -4.2089, -0.2329], [0.1329, -5.2382, 0.3794], [1.1954, -4.9540, 1.2227], [1.5554, -3.6410, 1.4668], [1.1479, -0.5963, 2.9450], [1.4602, 0.6476, 3.4980], [1.4373, 0.8229, 4.8714], [1.0919, -0.2318, 5.7033], [0.7219, -1.4515, 5.1564], [0.7414, -1.6328, 3.7834], [3.4010, -1.8245, 3.8864], [4.5214, -3.7195, 5.0766], [8.1939, -2.6745, 3.6425], [7.2596, -0.7301, 2.3733], [3.6569, -3.4622, -0.4129], [2.8793, -5.4504, -1.6350], [1.4974, -5.2045, -3.6586], [0.8971, -2.9598, -4.4826], [1.6919, -0.9517, -3.2859], [5.3912, -2.1596, -0.0740], [7.8345, -1.9758, -0.2824], [8.8307, -0.0850, -1.5176], [7.3790, 1.5997, -2.5811], [4.9152, 1.4061, -2.3980], [-0.7519, -2.0862, -0.4791], [-1.3789, -4.4394, -0.8991], [-0.1531, -6.2629, 0.1979], [1.7487, -5.7577, 1.6835], [2.3902, -3.4056, 2.1138], [1.6908, 1.4858, 2.8553], [1.6947, 1.7856, 5.2909], [1.1057, -0.1043, 6.7746], [0.4329, -2.2751, 5.7939], [0.4386, -2.5859, 3.3747], [2.1464, 6.3135, -0.8679], [1.8947, 5.0045, -0.7893], [2.0455, 4.2196, -1.9221], [1.7767, 2.8679, -1.8264], [1.3490, 2.2900, -0.6287], [1.1917, 3.1160, 0.4814], [1.4687, 4.4697, 0.4158], [2.3629, 4.6672, -2.8509], [1.8768, 2.2535, -2.7183], [0.8138, 2.7011, 1.4055], [1.3479, 5.1096, 1.2756], [-3.0078, 0.0672, -1.2822], [-3.4927, -1.0041, -0.3265], [-5.5109, -1.0331, -0.1309], [-5.6423, 0.8042, 0.5444], [-5.5599, 0.9742, 1.9229], [-5.6047, 2.2379, 2.4814], [-5.7405, 3.3480, 1.6636], [-5.8318, 3.1882, 0.2915], [-5.7847, 1.9229, -0.2685], [-6.1903, -0.8510, -1.9551], [-7.3867, -0.1597, -2.1501], [-7.9410, -0.0578, -3.4127], [-7.3336, -0.6883, -4.4878], [-6.1750, -1.4256, -4.2952], [-5.6127, -1.5153, -3.0343], [-1.3880, 0.9169, -0.8728], [-1.8278, 1.6314, 0.7554], [-1.5802, 0.7794, 1.8361], [-1.8460, 1.1786, 3.1307], [-2.3226, 2.4565, 3.3695], [-2.5654, 3.3116, 2.3078], [-2.3519, 2.8955, 1.0029], [-1.4267, 2.1409, -2.2391], [-1.4829, 1.5952, -3.5273], [-1.4908, 2.4121, -4.6399], [-1.4058, 3.7858, -4.4861], [-1.2716, 4.3323, -3.2216], [-1.2680, 3.5181, -2.1008], [-3.7083, 0.9141, -1.2879], [-2.9491, -0.3179, -2.3032], [-3.1476, -0.8165, 0.6950], [-3.1423, -1.9963, -0.6166], [-5.4826, 0.0992, 2.5588], [-5.5550, 2.3557, 3.5529], [-5.7903, 4.3354, 2.0960], [-5.9578, 4.0500, -0.3475], [-5.8829, 1.8104, -1.3423], [-7.8846, 0.3009, -1.3035], [-8.8564, 0.4964, -3.5553], [-7.7774, -0.6265, -5.4693], [-5.7224, -1.9450, -5.1272], [-4.7233, -2.1172, -2.8817], [-1.1649, -0.2090, 1.6590], [-1.6700, 0.5095, 3.9579], [-2.5076, 2.7718, 4.3827], [-2.9228, 4.3111, 2.5020], [-2.6241, 3.5534, 0.1947], [-1.5137, 0.5207, -3.6688], [-1.5699, 1.9870, -5.6285], [-1.4173, 4.4185, -5.3583], [-1.1712, 5.3991, -3.1031], [-1.1125, 3.9592, -1.1289]], "lowdin_charge": [0.67, 1.35, -0.49, -0.11, -0.14, 0.07, -0.13, -0.12, -0.77, 0.84, -0.37, -0.09, -0.06, -0.06, -0.07, -0.14, -0.42, -0.14, -0.07, -0.05, -0.06, -0.09, 0.84, -0.37, -0.11, -0.07, -0.06, -0.05, -0.11, -0.39, -0.17, -0.06, -0.05, -0.07, -0.10, 0.07, 0.11, 0.11, 0.09, 0.10, 0.12, 0.11, 0.11, 0.08, 0.09, 0.11, 0.11, 0.11, 0.10, 0.06, 0.11, 0.12, 0.12, 0.11, 0.05, 0.12, 0.11, 0.11, 0.10, 0.08, -0.28, -0.01, -0.16, -0.33, -0.13, 0.00, 0.13, 0.10, 0.08, 0.12, -0.36, -0.36, 1.53, -0.39, -0.11, -0.07, -0.06, -0.05, -0.11, -0.39, -0.11, -0.04, -0.03, -0.05, -0.10, 0.97, -0.35, -0.15, -0.06, -0.06, -0.07, -0.08, -0.36, -0.12, -0.07, -0.06, -0.05, -0.10, 0.07, 0.07, 0.05, 0.06, 0.11, 0.12, 0.12, 0.12, 0.10, 0.11, 0.12, 0.12, 0.12, 0.11, 0.06, 0.11, 0.12, 0.12, 0.10, 0.09, 0.11, 0.11, 0.12, 0.09], "total_charge": 2, "energy_ev": -167524.4958, "spin_multiplicity": 4, "homo_lumo_gap_ev": [6.9, 2.7], "relative_energy_kj_mol": 92.9, "s2": 3.80}

---

{"formula": "C32H48F16N2O16", "method": "ωB97M-V with the def2-TZVPD basis set", "elements": ["C", "C", "O", "C", "C", "O", "C", "C", "O", "C", "C", "N", "C", "O", "C", "C", "O", "N", "C", "O", "F", "H", "H", "H", "H", "H", "H", "H", "H", "H", "H", "H", "H", "H", "H", "H", "H", "H", "H", "H", "H", "H", "H", "H", "C", "C", "O", "C", "O", "C", "F", "F", "F", "H", "H", "H", "H", "H", "C", "C", "O", "C", "O", "C", "F", "F", "F", "H", "H", "H", "H", "H", "C", "C", "O", "C", "O", "C", "F", "F", "F", "H", "H", "H", "H", "H", "C", "C", "O", "C", "O", "C", "F", "F", "F", "H", "H", "H", "H", "H", "C", "C", "O", "C", "O", "C", "F", "F", "F", "H", "H", "H", "H", "H"], "positions_angstrom": [[4.1769, -3.2697, 2.5707], [4.5285, -3.1919, 0.9873], [3.2429, -2.9214, 0.3200], [3.3039, -1.5057, -0.0061], [1.9473, -0.9033, -0.6219], [0.7827, -1.0667, 0.2431], [-0.0828, 0.0948, -0.0102], [-1.6414, -0.2582, 0.2088], [-1.8948, -1.0197, 1.4110], [-3.3427, -1.1690, 1.5794], [-3.9931, -2.1999, 0.5350], [-5.3243, -1.7666, -0.0200], [-4.1299, -3.6349, 1.3044], [-2.7822, -4.0724, 1.5913], [-2.4148, -5.2189, 0.7678], [-0.8214, -5.3297, 0.7966], [-0.2561, -5.0447, 1.8875], [0.0543, -5.7071, -0.3381], [0.0387, -4.7193, -1.4209], [-0.9348, -4.0570, -1.8093], [1.2735, -4.5045, -2.1262], [5.1175, -3.1871, 3.2285], [3.4501, -2.3974, 2.7783], [3.6364, -4.2709, 2.7206], [4.9741, -4.1911, 0.6666], [5.2697, -2.3201, 0.8143], [3.5802, -0.8956, 0.9234], [4.1462, -1.3777, -0.7864], [2.1253, 0.2349, -0.7417], [1.7351, -1.3679, -1.6573], [0.2819, 0.9235, 0.7029], [0.0053, 0.4200, -1.1186], [-1.9603, -0.8363, -0.7419], [-2.2372, 0.7353, 0.1780], [-3.8669, -0.1397, 1.5680], [-3.5466, -1.5995, 2.6334], [-3.3249, -2.4240, -0.3768], [-5.3077, -1.9217, -1.0436], [-6.0032, -2.4469, 0.3580], [-4.7615, -3.4318, 2.2404], [-4.7034, -4.3172, 0.5818], [-2.8686, -6.1444, 1.2995], [-2.8793, -5.1713, -0.2731], [-0.0934, -6.6719, -0.6633], [3.8479, 3.4383, -5.4444], [3.2978, 3.9262, -4.1189], [3.5254, 2.9526, -3.0879], [4.7496, 2.9669, -2.5207], [5.6311, 3.7269, -2.8294], [4.8351, 1.9203, -1.4134], [4.3007, 0.7348, -1.7776], [4.1755, 2.3089, -0.3010], [6.1003, 1.6637, -1.0332], [3.4339, 2.4579, -5.6945], [3.6052, 4.1399, -6.2453], [4.9324, 3.3241, -5.4012], [2.2157, 4.0558, -4.1956], [3.7186, 4.8961, -3.8398], [-5.6460, 4.4076, 4.0002], [-6.7091, 4.1299, 2.9554], [-6.1252, 4.0580, 1.6449], [-5.5687, 2.8759, 1.3091], [-5.5351, 1.9131, 2.0313], [-5.0349, 2.9257, -0.1200], [-4.3542, 4.0622, -0.3801], [-6.0293, 2.8624, -1.0310], [-4.1967, 1.9099, -0.3983], [-5.0853, 5.3001, 3.7416], [-6.0974, 4.5420, 4.9829], [-4.9279, 3.5854, 4.0581], [-7.4269, 4.9534, 2.9348], [-7.2709, 3.2194, 3.1826], [0.4667, -8.5208, -3.3550], [0.7824, -9.9683, -3.0346], [-0.2970, -10.5721, -2.3053], [-1.3333, -11.0217, -3.0450], [-1.3952, -10.9393, -4.2441], [-2.3796, -11.6810, -2.1506], [-2.6376, -10.9596, -1.0386], [-1.9825, -12.9010, -1.7310], [-3.5594, -11.8550, -2.7727], [0.2173, -7.9730, -2.4426], [1.3184, -8.0375, -3.8376], [-0.3974, -8.4444, -4.0192], [1.6635, -10.0178, -2.3907], [1.0120, -10.5404, -3.9376], [-6.3175, 8.7747, 9.7265], [-7.3828, 8.5055, 8.6821], [-6.8014, 8.4423, 7.3703], [-6.2464, 7.2621, 7.0252], [-6.2121, 6.2941, 7.7405], [-5.7154, 7.3209, 5.5958], [-5.0350, 8.4579, 5.3414], [-6.7130, 7.2641, 4.6857], [-4.8780, 6.3052, 5.3093], [-5.7521, 9.6756, 9.4746], [-6.7678, 8.9034, 10.7128], [-5.6002, 7.9523, 9.7778], [-8.0997, 9.3296, 8.6684], [-7.9446, 7.5941, 8.9042], [10.8329, 3.1426, -3.4469], [10.9039, 3.0627, -4.9592], [9.5942, 3.1871, -5.5345], [9.1287, 4.4453, -5.6801], [9.7355, 5.4338, -5.3583], [7.7556, 4.4310, -6.3459], [6.9374, 3.4904, -5.8265], [7.8396, 4.1734, -7.6688], [7.1059, 5.6033, -6.2292], [10.1310, 2.4015, -3.0560], [11.8159, 2.9675, -3.0047], [10.4761, 4.1223, -3.1210], [11.2863, 2.0838, -5.2574], [11.5840, 3.8130, -5.3716]], "lowdin_charge": [-0.09, -0.25, -0.19, -0.20, -0.18, -0.17, -0.17, -0.18, -0.15, -0.14, -0.30, 0.02, -0.18, -0.16, -0.11, -0.28, 0.11, 0.13, -0.34, 0.10, 0.03, 0.08, 0.08, 0.08, 0.12, 0.11, 0.13, 0.12, 0.11, 0.14, 0.14, 0.13, 0.13, 0.12, 0.12, 0.14, 0.14, 0.07, 0.06, 0.14, 0.12, 0.15, 0.13, 0.12, -0.05, -0.20, 0.02, -0.36, 0.16, -0.50, 0.14, 0.16, 0.16, 0.09, 0.09, 0.05, 0.13, 0.13, -0.06, -0.19, 0.03, -0.36, 0.16, -0.51, 0.15, 0.16, 0.14, 0.08, 0.08, 0.09, 0.12, 0.13, -0.05, -0.20, 0.02, -0.37, 0.17, -0.51, 0.15, 0.16, 0.16, 0.06, 0.09, 0.08, 0.13, 0.13, -0.06, -0.20, 0.02, -0.36, 0.17, -0.50, 0.16, 0.16, 0.10, 0.08, 0.08, 0.08, 0.13, 0.13, -0.06, -0.21, 0.02, -0.36, 0.17, -0.50, 0.13, 0.16, 0.16, 0.08, 0.08, 0.08, 0.13, 0.13], "energy_ev": -113177.5229, "homo_lumo_gap_ev": 9.1, "smiles": "CCOCCOCCOC[C@H](N)COCC(=O)NC(=O)F.CCOC(=O)C(F)(F)F.CCOC(=O)C(F)(F)F.CCOC(=O)C(F)(F)F.CCOC(=O)C(F)(F)F.CCOC(=O)C(F)(F)F"}